(1)
{"formula": "C9H13AlNO2", "method": "ωB97M-V/def2-TZVPD", "symbols": ["C", "C", "C", "C", "C", "Al", "N", "C", "C", "H", "H", "H", "H", "H", "H", "H", "H", "H", "H", "C", "C", "O", "O", "H", "H", "H"], "positions_angstrom": [[-0.912034, 0.708919, -2.317923], [0.477341, 0.547103, -2.597580], [1.239384, 1.304087, -1.644382], [0.312650, 1.933705, -0.730134], [-1.049832, 1.542951, -1.138951], [-0.074448, -0.016821, -0.176576], [-1.309497, -1.352804, -0.141269], [-0.440387, -2.459282, -0.338852], [0.731615, -1.869231, -1.092420], [2.321822, 1.469369, -1.640062], [0.905098, -0.007513, -3.435205], [0.543580, 2.739313, -0.030822], [-1.960157, 2.028144, -0.772784], [-1.746500, 0.349084, -2.920473], [0.716457, -2.181814, -2.139708], [-0.923710, -3.260641, -0.950358], [-2.103949, -1.488012, 0.483668], [1.732588, -2.110752, -0.738719], [-0.002412, -2.968257, 0.562693], [0.417171, 0.797747, 3.710407], [-0.111272, 0.683412, 2.321305], [-1.249111, 1.086693, 1.991599], [0.741076, 0.108827, 1.488269], [-0.239156, 1.307807, 4.408775], [1.382998, 1.304206, 3.724664], [0.600678, -0.196236, 4.114831]], "forces_ev_per_a": [[1.0, 1.5, 0.2], [-0.5, 1.7, 0.1], [-1.3, 0.7, -0.4], [-0.4, 0.4, -1.9], [1.2, 1.0, -1.5], [0.7, -3.4, -0.2], [-1.7, 0.6, 1.2], [0.8, -2.0, -0.2], [0.5, 1.0, 0.5], [-0.5, -0.4, 0.2], [-0.2, 0.0, 0.6], [-0.1, -0.6, 0.0], [0.4, -0.6, 0.1], [0.4, -0.3, 0.5], [-0.1, 0.6, -0.2], [0.1, 0.1, 0.4], [0.2, -0.1, -0.1], [0.1, -0.5, 0.4], [-0.7, 0.2, 0.0], [0.3, 0.0, 0.9], [-0.6, -0.1, -1.4], [1.7, -0.5, 0.5], [-1.2, 0.9, 0.9], [-0.3, 0.1, -0.2], [0.0, 0.0, -0.2], [0.0, -0.2, -0.1]], "nbo_charge": [-0.2797, -0.2622, -0.3378, -0.4637, -0.4719, 1.8322, -1.1774, -0.2347, -0.9317, 0.2207, 0.2172, 0.2413, 0.2484, 0.2226, 0.1751, 0.1285, 0.3459, 0.1756, 0.1242, -0.7050, 0.7803, -0.6649, -0.8398, 0.2098, 0.2205, 0.2262], "homo_lumo_gap_ev": 6.23, "energy_ev": -21728.033, "total_charge": -1, "lumo_ev": 3.35}

(2)
{"formula": "H10O5", "method": "ωB97M-V/def2-TZVPD", "symbols": ["O", "H", "H", "O", "H", "H", "O", "H", "H", "O", "H", "H", "O", "H", "H"], "positions_angstrom": [[0.186109, -1.321736, 0.047781], [1.048530, -1.004321, -0.340794], [0.320027, -1.896527, 0.772055], [3.385271, -0.578014, 0.129179], [2.532309, -0.138349, 0.127782], [4.038497, 0.094984, 0.230666], [1.119770, 1.260291, -0.473323], [1.141179, 2.152398, -0.188671], [0.262604, 1.081713, -0.107334], [-1.589115, 1.495940, 0.307362], [-2.127917, 0.697667, 0.097801], [-1.579460, 1.511487, 1.301398], [-3.053939, -0.949408, -0.074397], [-2.329040, -1.151204, -0.728658], [-3.691499, -0.604435, -0.657056]], "forces_ev_per_a": [[0.4, 1.6, -2.1], [-1.4, -1.0, 0.9], [0.7, -0.9, 1.0], [-0.4, -1.3, 0.0], [0.1, 0.8, 0.0], [0.5, 0.8, 0.1], [0.7, -0.7, -0.3], [0.8, 1.7, 0.1], [-1.5, -1.0, 0.1], [-0.2, -0.3, 1.4], [0.4, 0.4, 0.4], [-0.1, 0.0, -1.5], [2.5, -0.7, -0.4], [-0.6, -0.1, 1.3], [-1.8, 0.7, -1.0]], "nbo_charge": [-0.9718, 0.4921, 0.4798, -0.9589, 0.4787, 0.4701, -0.9757, 0.4689, 0.5009, -0.9804, 0.4967, 0.4751, -0.9322, 0.4892, 0.4675], "homo_lumo_gap_ev": 11.81, "energy_ev": -10399.816, "smiles": "O.O.O.O.O", "total_charge": 0, "lumo_ev": 0.58}

(3)
{"formula": "C6H10O", "method": "ωB97M-V/def2-TZVPD", "symbols": ["C", "C", "C", "C", "C", "C", "O", "H", "H", "H", "H", "H", "H", "H", "H", "H", "H"], "positions_angstrom": [[1.651121, 0.503679, -0.941374], [1.183949, -0.742867, -0.897269], [0.615882, -1.385475, 0.342181], [-0.828954, -1.073363, 0.076160], [-1.521621, -0.011331, 0.515545], [-1.073812, 0.946527, 1.547606], [0.019823, 0.976518, 2.077827], [1.796399, 1.094897, -0.039325], [1.883730, 0.975382, -1.891662], [1.005852, -1.289508, -1.823102], [0.807132, -2.463548, 0.372301], [0.982615, -0.911223, 1.252268], [-1.290339, -1.682065, -0.702581], [-2.500775, 0.190315, 0.084125], [-1.840320, 1.696913, 1.835462], [-0.095466, 1.589433, -1.034357], [-0.795216, 1.585716, -0.773805]], "forces_ev_per_a": [[0.3, -0.3, 0.0], [0.2, 0.1, -0.1], [0.0, 0.0, 0.1], [-0.3, 0.0, 0.1], [-0.1, -0.4, 0.2], [0.3, 0.0, 0.2], [-0.5, 0.0, -0.3], [0.0, -0.2, -0.1], [0.1, -0.1, 0.1], [0.2, 0.1, 0.1], [-0.1, 0.2, 0.0], [-0.1, -0.1, -0.2], [0.0, 0.0, 0.2], [0.1, -0.1, 0.2], [0.1, -0.1, 0.0], [-0.3, 0.3, -0.1], [0.0, 0.4, -0.3]], "nbo_charge": [-0.4021, -0.1668, -0.5028, -0.0493, -0.3659, 0.3972, -0.5444, 0.2161, 0.2071, 0.1973, 0.2191, 0.2565, 0.2035, 0.2189, 0.1146, 0.0167, -0.0156], "homo_lumo_gap_ev": 9.68, "energy_ev": -8428.601, "smiles": "C=CC/C=C\\C=O.[H][H]", "total_charge": 0, "lumo_ev": 0.17}

(4)
{"formula": "C19H15Cl5N5OPtS2", "method": "ωB97M-V/def2-TZVPD", "symbols": ["Pt", "Cl", "C", "C", "Cl", "C", "Cl", "C", "O", "C", "Cl", "C", "Cl", "N", "C", "C", "C", "C", "C", "C", "N", "C", "C", "C", "S", "C", "N", "H", "H", "H", "H", "H", "H", "H", "C", "N", "C", "S", "N", "C", "H", "H", "H", "H", "H", "H", "H", "H"], "positions_angstrom": [[0.089084, 0.497010, 0.465169], [-1.851868, -2.366593, 6.600922], [-1.793720, -1.649084, 5.043478], [-0.574238, -1.409870, 4.429680], [0.905037, -1.833220, 5.190787], [-0.555134, -0.817689, 3.174487], [0.981396, -0.567560, 2.360902], [-1.699643, -0.438455, 2.474901], [-1.690574, 0.159090, 1.304545], [-2.925346, -0.713657, 3.113221], [-4.367319, -0.296520, 2.273958], [-2.971397, -1.301096, 4.368194], [-4.487100, -1.608979, 5.107222], [3.773901, 0.929137, -1.540297], [3.774443, 2.127833, -0.847810], [4.665768, 3.194503, -0.816650], [4.343530, 4.240163, 0.024627], [3.180609, 4.220946, 0.813405], [2.299649, 3.159380, 0.774984], [2.610277, 2.106791, -0.083879], [1.938876, 0.914439, -0.329690], [2.662582, 0.237541, -1.201191], [2.332038, -1.076978, -1.744313], [3.090530, -1.824146, -2.597571], [2.284245, -3.276534, -2.958204], [0.989239, -2.793598, -1.944453], [1.138751, -1.640957, -1.375144], [4.484756, 0.610803, -2.176117], [5.568917, 3.205140, -1.411397], [5.008852, 5.090222, 0.088361], [2.984244, 5.053545, 1.475697], [1.410643, 3.122878, 1.391417], [4.056741, -1.604440, -3.022424], [0.121154, -3.420585, -1.803353], [-0.525664, 5.353536, -0.647904], [-0.390191, 3.959100, -1.027474], [-1.286298, 3.009000, -0.783506], [-0.949786, 1.392967, -1.380740], [-2.397852, 3.316409, -0.144249], [-3.493511, 2.410252, 0.199993], [0.405960, 5.863154, -0.874083], [-0.702930, 5.446949, 0.426048], [-1.335063, 5.839750, -1.196517], [0.406739, 3.667162, -1.568459], [-2.527054, 4.281970, 0.120754], [-3.230458, 1.401597, -0.096191], [-4.399480, 2.731864, -0.310770], [-3.645449, 2.422456, 1.276589]], "forces_ev_per_a": [[0.3, 0.1, 0.0], [0.0, 0.0, 0.0], [0.0, 0.0, 0.0], [0.0, 0.0, 0.0], [0.0, 0.0, 0.0], [0.0, -0.1, -0.1], [0.0, 0.1, 0.1], [0.0, 0.1, 0.1], [0.1, -0.1, -0.1], [0.0, 0.0, 0.0], [0.0, 0.0, 0.0], [0.0, 0.0, 0.0], [0.0, 0.0, 0.0], [0.1, 0.0, 0.0], [0.0, 0.0, 0.0], [0.0, 0.0, 0.0], [0.0, 0.0, 0.0], [0.0, 0.0, 0.0], [0.0, 0.0, 0.0], [0.0, 0.0, 0.1], [-0.4, 0.0, 0.0], [0.0, -0.1, -0.1], [-0.2, 0.0, 0.1], [0.0, 0.1, 0.0], [0.0, 0.0, 0.0], [0.0, 0.0, 0.0], [0.0, 0.0, 0.0], [0.0, 0.0, 0.0], [0.0, 0.0, 0.0], [0.0, 0.0, 0.0], [0.0, 0.0, 0.0], [0.0, 0.0, 0.0], [0.0, 0.0, 0.0], [0.0, 0.0, 0.0], [0.0, 0.0, 0.1], [0.0, 0.0, -0.1], [0.0, -0.1, 0.1], [0.1, 0.0, -0.1], [0.0, 0.0, 0.0], [0.0, 0.0, 0.0], [0.0, 0.0, 0.0], [0.0, 0.0, 0.0], [0.0, 0.0, 0.0], [0.0, 0.0, 0.1], [0.0, 0.0, 0.0], [0.0, 0.0, 0.0], [0.0, 0.0, 0.0], [0.0, 0.0, 0.0]], "nbo_charge": [0.7181, 0.0771, -0.1222, -0.0517, 0.0738, -0.1768, 0.1416, 0.3807, -0.7252, -0.1463, 0.0541, -0.0490, 0.0857, -0.4993, 0.0952, -0.2153, -0.1946, -0.2156, -0.2314, 0.1468, -0.4895, 0.4248, 0.0245, -0.4079, 0.5092, -0.1253, -0.4173, 0.4329, 0.2331, 0.2324, 0.2288, 0.2351, 0.2470, 0.2406, -0.4429, -0.5577, 0.3861, -0.1355, -0.5427, -0.4225, 0.2419, 0.2085, 0.2154, 0.4315, 0.4057, 0.2620, 0.2125, 0.2239], "homo_lumo_gap_ev": 7.60, "energy_ev": -116970.511, "total_charge": 1, "lumo_ev": -2.88}

(5)
{"formula": "C4H8NS", "method": "ωB97M-V/def2-TZVPD", "symbols": ["C", "C", "C", "C", "N", "S", "H", "H", "H", "H", "H", "H", "H", "H"], "positions_angstrom": [[-1.627789, 0.938165, 0.407588], [-0.072143, -1.026392, 0.533860], [1.138412, -1.136965, -0.363123], [1.588474, 1.435645, -0.327278], [-0.609763, 0.252440, 0.240749], [2.207870, 0.087379, 0.395438], [-1.565233, 2.027904, 0.158269], [-2.549290, 0.744824, 0.937209], [-0.898518, -1.717867, 0.409473], [0.103091, -1.066156, 1.598379], [1.472428, -2.212537, -0.466501], [0.887384, -0.666357, -1.397387], [0.851969, 1.472792, -1.183320], [1.540626, 2.409358, 0.278839]], "forces_ev_per_a": [[-0.5, 1.9, 0.7], [-2.5, 0.7, 0.3], [-0.2, -0.8, -2.2], [-2.6, 0.9, 1.3], [1.2, 1.4, -0.5], [0.9, 0.6, -0.7], [-0.1, -0.9, -0.3], [-0.4, -1.0, 0.1], [0.4, -0.9, -0.6], [0.7, -0.2, 0.4], [0.3, 1.5, 0.2], [0.4, -1.4, 1.7], [1.5, -0.5, 0.6], [1.0, -1.4, -1.0]], "nbo_charge": [0.0430, -0.3045, -0.5585, -0.3849, -0.4259, 0.6612, 0.1743, 0.1823, 0.2651, 0.2421, 0.2935, 0.2652, 0.2725, 0.2748], "homo_lumo_gap_ev": [7.75, 7.75], "energy_ev": -16592.749, "total_charge": 1, "lumo_ev": [-5.95, -5.95]}

Repeat the fifth record exactly.
{"formula": "C4H8NS", "method": "ωB97M-V/def2-TZVPD", "symbols": ["C", "C", "C", "C", "N", "S", "H", "H", "H", "H", "H", "H", "H", "H"], "positions_angstrom": [[-1.627789, 0.938165, 0.407588], [-0.072143, -1.026392, 0.533860], [1.138412, -1.136965, -0.363123], [1.588474, 1.435645, -0.327278], [-0.609763, 0.252440, 0.240749], [2.207870, 0.087379, 0.395438], [-1.565233, 2.027904, 0.158269], [-2.549290, 0.744824, 0.937209], [-0.898518, -1.717867, 0.409473], [0.103091, -1.066156, 1.598379], [1.472428, -2.212537, -0.466501], [0.887384, -0.666357, -1.397387], [0.851969, 1.472792, -1.183320], [1.540626, 2.409358, 0.278839]], "forces_ev_per_a": [[-0.5, 1.9, 0.7], [-2.5, 0.7, 0.3], [-0.2, -0.8, -2.2], [-2.6, 0.9, 1.3], [1.2, 1.4, -0.5], [0.9, 0.6, -0.7], [-0.1, -0.9, -0.3], [-0.4, -1.0, 0.1], [0.4, -0.9, -0.6], [0.7, -0.2, 0.4], [0.3, 1.5, 0.2], [0.4, -1.4, 1.7], [1.5, -0.5, 0.6], [1.0, -1.4, -1.0]], "nbo_charge": [0.0430, -0.3045, -0.5585, -0.3849, -0.4259, 0.6612, 0.1743, 0.1823, 0.2651, 0.2421, 0.2935, 0.2652, 0.2725, 0.2748], "homo_lumo_gap_ev": [7.75, 7.75], "energy_ev": -16592.749, "total_charge": 1, "lumo_ev": [-5.95, -5.95]}